Computed, not measured: a molecular structure, C50H45MnNOP2S2Si, with ωB97M-V with the def2-TZVPD basis set.

```
103
Properties=species:S:1:pos:R:3:lowdin_spin:R:1
Mn 0.329 0.634 0.286 1.083
O 2.181 -0.608 2.952 -0.006
S 0.957 -0.732 2.150 -0.010
C -0.361 -0.545 3.372 -0.004
C -0.404 -1.318 4.528 -0.001
C -1.341 -1.034 5.509 0.000
C -2.201 0.046 5.366 0.000
C -2.082 0.878 4.267 -0.001
C -1.148 0.603 3.271 -0.005
P -0.783 1.792 1.950 -0.010
C -2.363 2.617 1.649 0.001
C -3.473 1.853 1.297 -0.001
C -4.686 2.460 1.028 0.000
C -4.805 3.841 1.100 -0.001
C -3.709 4.607 1.461 0.000
C -2.493 4.001 1.741 -0.001
C 0.397 2.948 2.705 0.000
C 0.869 4.040 1.973 -0.001
C 1.869 4.846 2.492 0.000
C 2.424 4.563 3.733 -0.002
C 1.972 3.471 4.456 0.001
C 0.965 2.665 3.947 -0.002
C 0.949 -2.437 1.505 -0.001
C 0.698 -3.524 2.319 0.000
C 0.749 -4.825 1.828 0.000
C 1.085 -5.052 0.510 -0.001
C 1.403 -3.974 -0.304 0.000
C 1.341 -2.664 0.168 -0.003
P 1.923 -1.408 -1.004 -0.009
C 2.859 -0.127 -0.181 0.001
C 2.679 1.227 -0.501 0.007
C 3.384 2.190 0.215 -0.006
C 4.297 1.818 1.190 0.006
C 4.524 0.474 1.454 -0.003
C 3.797 -0.496 0.790 0.004
C 2.977 -2.159 -2.245 -0.002
C 2.391 -2.840 -3.314 0.000
C 3.185 -3.458 -4.262 0.000
C 4.568 -3.390 -4.153 0.000
C 5.154 -2.700 -3.102 0.000
C 4.365 -2.082 -2.145 0.000
H 0.316 -2.098 4.715 0.000
H -1.382 -1.644 6.400 0.000
H -2.927 0.266 6.135 0.000
H -2.697 1.764 4.185 0.000
H -3.409 0.774 1.235 0.000
H -5.542 1.855 0.763 0.000
H -5.753 4.315 0.887 0.000
H -3.796 5.682 1.535 0.000
H -1.664 4.620 2.046 0.000
H 0.462 4.267 0.997 0.000
H 2.211 5.701 1.925 0.000
H 3.203 5.196 4.135 0.000
H 2.398 3.245 5.423 0.000
H 0.632 1.821 4.532 0.000
H 0.447 -3.390 3.356 0.000
H 0.530 -5.651 2.490 0.000
H 1.129 -6.057 0.113 0.000
H 1.727 -4.168 -1.317 0.000
H 2.088 1.547 -1.353 0.000
H 3.243 3.235 -0.024 0.000
H 4.846 2.573 1.734 0.000
H 5.241 0.181 2.206 0.000
H 3.939 -1.538 1.053 0.000
H 1.313 -2.878 -3.411 0.000
H 2.729 -3.983 -5.089 0.000
H 5.190 -3.867 -4.897 0.000
H 6.230 -2.635 -3.027 0.000
H 4.842 -1.536 -1.342 0.000
C -1.368 -4.146 -4.017 0.000
Si -1.968 -2.366 -3.915 0.000
C -3.759 -2.218 -4.439 0.000
C -0.924 -1.202 -4.950 0.000
C -1.938 -1.919 -2.036 -0.001
C -2.995 -2.414 -1.260 0.001
C -3.082 -2.139 0.093 -0.001
C -2.139 -1.307 0.670 0.000
N -1.136 -0.780 -0.036 -0.004
C -1.038 -1.145 -1.323 0.001
S 0.420 -0.461 -2.084 -0.005
H -1.337 -4.481 -5.054 0.000
H -2.031 -4.822 -3.478 0.000
H -0.368 -4.273 -3.602 0.000
H -3.844 -2.479 -5.494 0.000
H -4.119 -1.194 -4.330 0.000
H -4.438 -2.874 -3.898 0.000
H -1.217 -1.360 -5.990 0.000
H 0.147 -1.382 -4.892 0.000
H -1.109 -0.151 -4.728 0.000
H -3.758 -3.030 -1.716 0.000
H -3.881 -2.543 0.698 0.000
H -2.195 -1.042 1.715 0.000
C -1.529 4.084 -2.651 0.004
C -0.279 4.251 -2.083 -0.001
C 0.250 3.272 -1.250 0.001
C -0.430 2.087 -0.944 -0.025
C -1.700 1.963 -1.531 0.002
C -2.241 2.928 -2.367 -0.001
H -1.947 4.841 -3.300 0.000
H 0.294 5.146 -2.287 0.000
H 1.228 3.475 -0.828 0.000
H -2.325 1.101 -1.316 0.000
H -3.227 2.783 -2.788 0.000
```

Results
Max |F|: 0.9 eV Å⁻¹
Highest occupied orbital energy (alpha / beta): -12.842 / -12.702 eV
HOMO-LUMO gap (alpha / beta): 7.24 / 7.10 eV
Electronic energy: -4981.37763 hartree
Multiplicity: 2
Total charge: +2

***

Computed, not measured: a molecular structure, C50H47As2Cl3GeN4O5Rb, with ωB97M-V with the def2-TZVPD basis set.

```
113
Properties=species:S:1:pos:R:3:lowdin_spin:R:1
Rb 0.890 -0.005 -1.044 0.008
O 2.631 -1.747 -5.288 0.000
C 1.944 -1.092 -4.335 0.000
O 1.449 -1.663 -3.395 0.000
C 1.899 0.385 -4.570 0.000
C 2.391 0.985 -5.715 0.001
C 2.318 2.373 -5.798 0.000
C 1.805 3.094 -4.739 0.001
C 1.376 2.401 -3.607 -0.001
N 1.403 1.081 -3.552 0.000
C 0.950 3.173 -2.355 0.010
O 0.239 4.155 -2.521 0.026
O 1.401 2.714 -1.234 0.128
H 2.613 -2.684 -5.045 0.000
H 2.819 0.392 -6.511 0.000
H 2.688 2.883 -6.678 0.000
H 1.752 4.174 -4.750 0.000
C -2.242 -0.623 0.420 0.000
C -3.201 0.145 -0.492 0.000
As -2.242 1.481 -1.594 0.000
C -3.651 2.740 -2.013 0.000
C -4.985 2.374 -2.174 0.000
C -5.941 3.338 -2.456 0.000
C -5.567 4.670 -2.588 0.000
C -4.237 5.037 -2.439 0.000
C -3.277 4.075 -2.147 0.000
C -2.085 0.548 -3.303 0.000
C -1.916 -0.831 -3.395 0.000
C -1.639 -1.430 -4.617 0.000
C -1.520 -0.652 -5.760 0.000
C -1.677 0.727 -5.675 0.000
C -1.954 1.325 -4.455 0.000
As -1.202 0.470 1.728 0.000
C -1.437 -0.534 3.382 0.000
C -0.472 -0.264 4.356 0.000
C -0.478 -0.939 5.568 0.000
C -1.446 -1.904 5.820 0.000
C -2.412 -2.178 4.860 0.000
C -2.408 -1.493 3.650 0.000
C -2.443 1.943 2.008 0.000
C -2.115 3.166 1.425 0.000
C -2.974 4.252 1.543 0.000
C -4.158 4.125 2.254 0.000
C -4.483 2.915 2.854 0.000
C -3.628 1.828 2.733 0.000
H -1.494 -1.160 -0.172 0.000
H -2.777 -1.398 0.967 0.000
H -3.925 0.709 0.097 0.000
H -3.756 -0.546 -1.130 0.000
H -5.278 1.335 -2.081 0.000
H -6.979 3.052 -2.577 0.000
H -6.315 5.422 -2.809 0.000
H -3.944 6.074 -2.547 0.000
H -2.234 4.353 -2.034 0.000
H -1.984 -1.454 -2.509 0.000
H -1.504 -2.503 -4.671 0.000
H -1.303 -1.115 -6.714 0.000
H -1.577 1.339 -6.564 0.000
H -2.055 2.403 -4.394 0.000
H 0.303 0.472 4.160 0.000
H 0.278 -0.716 6.310 0.000
H -1.452 -2.437 6.763 0.000
H -3.175 -2.921 5.054 0.000
H -3.175 -1.721 2.920 0.000
H -1.194 3.269 0.860 0.000
H -2.716 5.194 1.075 0.000
H -4.829 4.971 2.344 0.000
H -5.404 2.818 3.415 0.000
H -3.881 0.886 3.206 0.000
Cl 4.470 3.390 -2.570 0.131
Ge 3.757 2.372 -0.732 0.336
Cl 3.971 0.215 -1.365 0.087
Cl 5.477 2.685 0.656 0.176
C 3.412 -5.633 2.666 0.000
N 2.169 -5.016 2.207 0.000
N 2.356 -3.966 1.299 0.000
C 1.424 -2.965 1.542 0.000
O 1.244 -2.003 0.796 0.000
C 0.762 -3.352 2.767 0.000
C 1.256 -4.552 3.136 0.000
C 0.963 -5.353 4.356 0.000
C 2.896 -4.238 0.011 0.000
C 2.660 -5.453 -0.620 0.000
C 3.205 -5.681 -1.875 0.000
C 3.960 -4.697 -2.501 0.000
C 4.177 -3.482 -1.866 0.001
C 3.658 -3.254 -0.601 0.001
H 4.029 -5.855 1.800 0.000
H 3.176 -6.570 3.165 0.000
H 3.966 -4.979 3.346 0.000
H -0.009 -2.784 3.261 0.000
H 0.167 -4.875 4.922 0.000
H 1.845 -5.425 4.996 0.000
H 0.654 -6.366 4.095 0.000
H 2.056 -6.203 -0.126 0.000
H 3.032 -6.629 -2.369 0.000
H 4.389 -4.885 -3.478 0.000
H 4.764 -2.708 -2.345 0.001
H 3.835 -2.319 -0.091 0.001
N 2.453 1.216 1.300 0.071
C 2.389 1.766 2.595 0.001
C 3.070 1.179 3.655 0.005
C 2.975 1.724 4.927 0.000
C 2.204 2.856 5.154 0.006
C 1.536 3.448 4.089 0.000
C 1.628 2.912 2.815 0.006
H 2.634 0.218 1.283 0.001
H 1.630 1.471 0.771 0.003
H 3.672 0.294 3.478 0.000
H 3.509 1.258 5.746 0.000
H 2.131 3.278 6.148 0.000
H 0.933 4.334 4.251 0.000
H 1.105 3.370 1.983 0.001
```

Results
Max |F|: 0.9 eV Å⁻¹
Highest occupied orbital energy (alpha / beta): -7.156 / -8.061 eV
HOMO-LUMO gap (alpha / beta): 7.28 / 6.95 eV
Electronic energy: -10482.07427 hartree
Multiplicity: 2
Total charge: 0

***

Computed, not measured: a molecular structure, C50H47BClF5LaN5O2S4Te in a non-equilibrium geometry, with ωB97M-V with the def2-TZVPD basis set.

```
117
Properties=species:S:1:pos:R:3:lowdin_spin:R:1
La -0.330 0.659 -0.379 0.008
S 5.998 3.417 -3.287 0.017
C 7.310 3.150 -2.223 0.046
C 6.882 2.676 -1.019 0.000
C 5.474 2.534 -0.959 0.044
C 4.848 2.894 -2.128 0.000
C 3.425 2.874 -2.448 0.101
C 2.542 2.235 -1.594 0.009
N 1.224 2.181 -1.764 0.131
C 0.676 2.793 -2.878 0.106
C 1.530 3.397 -3.846 0.024
C 0.918 3.959 -5.032 0.015
C -0.412 3.916 -5.221 -0.011
C -1.291 3.322 -4.244 0.039
C -2.654 3.250 -4.422 0.024
C -3.467 2.662 -3.451 0.081
C -2.838 2.178 -2.309 -0.004
N -1.530 2.223 -2.095 0.093
C -0.719 2.779 -3.056 0.067
C -4.917 2.559 -3.623 -0.002
C -5.659 2.929 -4.714 0.029
C -7.045 2.692 -4.546 0.000
C -7.327 2.146 -3.329 0.026
S -5.918 1.917 -2.390 0.013
C 2.886 3.439 -3.627 0.124
H 8.312 3.358 -2.529 0.003
H 7.540 2.453 -0.198 -0.001
H 4.945 2.215 -0.081 0.003
H 2.917 1.741 -0.709 -0.002
H 1.564 4.409 -5.772 0.000
H -0.855 4.326 -6.117 -0.001
H -3.080 3.659 -5.327 0.002
H -3.411 1.713 -1.510 -0.002
H -5.232 3.347 -5.606 0.003
H -7.789 2.911 -5.291 -0.001
H -8.283 1.862 -2.943 0.002
H 3.521 3.914 -4.363 0.009
F 1.164 4.409 2.604 0.000
B 0.975 3.093 2.432 0.000
F 1.266 2.669 1.184 0.001
F 1.079 -0.492 -3.141 0.001
C -0.181 -0.724 -2.543 0.001
F -0.228 -2.132 -2.566 0.000
F -1.095 -0.378 -3.531 0.000
Cl -2.909 0.031 0.252 0.000
S -1.813 3.322 1.245 0.001
C -2.102 4.907 0.937 0.001
N -1.823 5.942 1.756 0.000
C -1.885 7.267 1.165 0.000
C -2.940 7.159 0.063 0.000
S -2.782 5.470 -0.569 0.000
H -1.241 5.734 2.554 0.000
H -0.905 7.545 0.750 0.000
H -2.172 8.005 1.921 0.000
H -2.756 7.874 -0.737 0.000
H -3.942 7.316 0.466 0.000
C 5.269 -1.090 -0.550 0.001
N 3.995 -0.759 0.026 0.000
C 3.958 -0.251 1.377 0.000
C 2.866 -0.994 -0.635 0.000
O 1.752 -0.800 -0.159 0.000
H 5.725 -1.920 -0.010 0.000
H 5.932 -0.224 -0.518 0.000
H 5.125 -1.374 -1.589 0.000
H 4.225 -1.041 2.080 0.000
H 2.952 0.099 1.603 0.000
H 4.669 0.570 1.467 0.000
H 2.978 -1.364 -1.663 0.000
C -3.787 -8.115 0.224 0.000
C -3.106 -6.797 0.447 0.000
C -3.195 -5.777 -0.485 0.000
C -2.566 -4.547 -0.304 0.000
C -2.740 -3.504 -1.360 0.000
C -1.815 -4.343 0.849 0.000
Te -0.807 -2.506 1.166 0.000
N 0.055 0.382 2.074 0.000
C 0.136 0.814 3.182 0.000
O 0.642 2.323 3.468 0.000
C -0.125 0.301 4.548 0.000
C 0.602 0.688 5.663 0.000
C 0.356 0.086 6.885 0.000
C -0.627 -0.887 7.004 0.000
C -1.367 -1.258 5.892 0.000
C -1.116 -0.669 4.664 0.000
C 1.066 -3.304 1.700 0.000
C 1.562 -2.959 2.948 0.000
C 2.813 -3.397 3.360 0.000
C 3.573 -4.176 2.505 0.000
C 3.080 -4.506 1.255 0.000
C 1.828 -4.078 0.827 0.000
C 1.334 -4.444 -0.533 0.000
C -1.760 -5.330 1.836 0.000
C -1.077 -5.149 3.158 0.000
C -2.394 -6.545 1.610 0.000
H -4.233 -8.162 -0.768 0.000
H -4.580 -8.286 0.953 0.000
H -3.088 -8.950 0.312 0.000
H -3.775 -5.928 -1.387 0.000
H -3.617 -3.736 -1.961 0.000
H -1.880 -3.449 -2.022 0.000
H -2.876 -2.503 -0.950 0.000
H 1.350 1.460 5.557 0.000
H 0.928 0.380 7.752 0.000
H -0.821 -1.349 7.960 0.000
H -2.140 -2.009 5.974 0.000
H -1.672 -0.959 3.781 0.000
H 0.962 -2.353 3.610 0.000
H 3.181 -3.129 4.338 0.000
H 4.548 -4.532 2.809 0.000
H 3.676 -5.113 0.583 0.000
H 2.122 -4.934 -1.104 0.000
H 0.995 -3.563 -1.072 0.000
H 0.484 -5.122 -0.481 0.000
H -1.152 -4.125 3.524 0.000
H -0.016 -5.383 3.103 0.000
H -1.533 -5.809 3.891 0.000
H -2.342 -7.306 2.380 0.000
```

Results
Max |F|: 1.4 eV Å⁻¹
Highest occupied orbital energy (alpha / beta): -2.416 / -5.023 eV
HOMO-LUMO gap (alpha / beta): 4.41 / 7.01 eV
Electronic energy: -5234.95346 hartree
Multiplicity: 2
Total charge: -1

***

Results for energy relative to the best compared isomer or geometry (same formula, charge and spin): 21.6; 24.7; 48.5 (in kJ/mol, following the order of the records).